[1]
14
Properties=species:S:1:pos:R:3 method="wB97M-V/def2-TZVPD" orbital_gap_ev=9.0723 lumo_ev=0.2
H 3.24 -0.61 1.80
C 0.62 -0.13 -0.28
H 1.10 -1.70 1.12
H -0.27 -0.54 -0.71
C 1.63 -1.01 0.45
H -1.85 -0.07 -1.46
N 2.47 -0.12 1.27
H -2.08 1.51 -0.73
C -2.61 0.66 -1.15
H 2.34 -1.58 -0.15
N 0.71 1.08 0.06
H -3.45 0.91 -1.87
I -3.90 0.05 0.43
Si 2.04 1.53 1.22

***

[2]
14
Properties=species:S:1:pos:R:3 method="wB97M-V/def2-TZVPD" total_charge=+1 orbital_gap_ev=8.9278 lumo_ev=-3.6
H 1.55 -1.53 0.31
H -2.83 1.50 -0.37
N -1.09 0.53 -0.07
N -3.44 -0.43 0.20
N 0.02 -0.10 0.50
H 0.74 1.36 -0.95
H 0.75 -1.07 -1.21
H -0.09 -2.12 -0.06
I -5.39 -0.02 -0.01
C 0.60 -1.28 -0.15
C -2.55 0.50 -0.03
C 0.25 1.25 0.00
H 0.37 2.04 0.73
H 0.02 -0.22 1.53

***

[3]
13
Properties=species:S:1:pos:R:3 method="wB97M-V/def2-TZVPD" total_charge=+1 orbital_gap_ev=8.3769 lumo_ev=-5.1
H -3.99 -0.52 -2.04
H -0.75 1.67 1.06
I -3.60 -0.24 -0.55
C 0.68 -1.17 0.10
N -0.01 -0.25 0.98
C -0.24 0.91 0.55
H 0.34 -1.11 -0.94
C 2.34 1.16 -0.42
H -0.09 -0.24 1.98
H 0.78 -2.19 0.49
H 1.73 -0.72 0.05
H -0.42 0.97 -0.50
O 3.24 1.74 -0.76

***

[4]
13
Properties=species:S:1:pos:R:3 method="wB97M-V/def2-TZVPD" orbital_gap_ev=8.7875 lumo_ev=0.5
H -1.08 -0.01 -1.68
C -0.12 -1.21 -0.05
H 2.13 0.34 -0.16
H 0.52 1.95 -1.17
H -0.56 2.35 0.36
I -2.82 0.09 0.48
C -1.08 -0.18 -0.55
H 0.86 -1.49 1.81
H -0.47 -2.19 -0.10
P 1.32 0.70 0.89
N 0.50 -0.81 1.17
H 0.65 -1.13 -0.89
C 0.14 1.60 -0.13

***

[5]
13
Properties=species:S:1:pos:R:3 method="wB97M-V/def2-TZVPD" total_charge=+1 orbital_gap_ev=9.4184 lumo_ev=-3.8
H -1.79 0.06 -0.52
N -0.08 -1.17 -0.81
H -0.39 0.63 -1.77
C 0.18 0.79 0.56
H -1.16 1.66 2.10
H 1.10 -1.05 1.10
C -0.84 0.09 -0.91
H 0.22 -1.38 -1.78
H -0.54 -1.94 -0.27
S -0.60 0.45 2.19
C 0.98 -0.49 0.18
H 1.83 -0.29 -0.28
I 1.09 2.65 0.22

***

[6]
13
Properties=species:S:1:pos:R:3 method="wB97M-V/def2-TZVPD" orbital_gap_ev=7.9210 lumo_ev=-0.3
C 0.33 0.76 -0.16
O 1.03 1.30 0.79
C -0.11 -0.65 -0.41
I 2.28 0.60 -2.10
O -0.56 1.70 -0.69
H 0.79 -1.28 -0.63
H -0.67 -0.67 -1.45
C -0.97 -1.26 0.69
H 1.58 0.70 1.18
H -0.25 -1.17 1.56
H -0.29 2.54 -0.24
H -1.52 -2.21 0.49
H -1.64 -0.36 0.97

***

[7]
13
Properties=species:S:1:pos:R:3 method="wB97M-V/def2-TZVPD" orbital_gap_ev=9.5578 lumo_ev=0.2
H -0.66 -1.07 1.58
S 1.91 -0.69 0.85
C 0.20 -0.96 0.50
H 0.12 -0.69 -1.97
H -1.17 2.21 -0.17
C -0.49 1.51 0.35
H 2.47 -0.73 -0.22
H 0.55 1.75 0.49
H -1.57 -0.25 -0.55
H -0.80 1.46 1.36
I -0.25 -2.87 -0.34
O 0.22 0.18 -1.59
C -0.53 0.13 -0.30

***

[8]
12
Properties=species:S:1:pos:R:3 method="wB97M-V/def2-TZVPD" orbital_gap_ev=8.1004 lumo_ev=-0.8
H 1.79 -0.26 -1.72
H 2.07 0.29 0.86
H 0.73 -1.08 1.07
S -2.25 2.45 0.70
C -1.66 1.04 0.17
H -3.60 2.27 0.96
C 1.11 -0.29 0.43
I -2.91 -0.74 0.16
H 0.69 -1.40 -1.33
H 2.29 -1.67 -0.74
C 1.54 -0.91 -0.90
H 0.21 0.30 0.35

***

[9]
11
Properties=species:S:1:pos:R:3 method="wB97M-V/def2-TZVPD" spin_multiplicity=2 s_squared=0.754 total_charge=-1 orbital_gap_ev="2.4789 / 4.1251" lumo_ev="3.0 / 3.0"
H -2.59 -0.60 3.44
H 2.90 1.97 -3.06
H 0.75 0.86 -2.73
C -1.24 -2.15 2.57
H -0.62 -2.90 3.08
N 0.93 1.43 -3.55
H -0.80 -0.17 3.43
C 2.00 2.04 -3.70
H -1.78 -2.55 1.71
C -1.58 -0.88 3.11
H 2.04 2.96 -4.29

***

[10]
11
Properties=species:S:1:pos:R:3 method="wB97M-V/def2-TZVPD" orbital_gap_ev=11.2185 lumo_ev=1.1 smiles="C=C.C=N"
C -0.34 -0.34 -2.04
H 1.70 0.54 3.71
C -0.64 -0.50 -3.32
H 0.21 0.51 -1.66
N -0.25 0.14 3.03
H -1.27 -1.30 -3.69
C 0.82 0.79 3.13
H 0.96 1.65 2.48
H -0.61 -1.07 -1.29
H -0.31 -0.64 3.68
H -0.27 0.22 -4.03

***

[11]
11
Properties=species:S:1:pos:R:3 method="wB97M-V/def2-TZVPD" orbital_gap_ev=11.0425 lumo_ev=1.0 smiles="C=C.C=N"
C -1.19 -1.23 -3.50
H -0.36 -0.76 -4.03
H -0.69 -0.58 -1.54
H 1.83 2.43 2.39
N 0.83 0.93 3.32
H -1.92 -1.61 -4.21
H 1.05 -0.05 3.54
C 1.70 1.35 2.49
C -1.42 -0.99 -2.23
H 2.25 0.75 1.76
H -2.35 -1.24 -1.72

***

[12]
11
Properties=species:S:1:pos:R:3 method="wB97M-V/def2-TZVPD" orbital_gap_ev=11.2766 lumo_ev=1.3 smiles="C=C.C=N"
H 0.27 2.27 -6.36
C 0.71 -2.30 5.95
N -0.36 -1.66 6.33
H 0.80 -3.36 5.84
H -0.37 0.26 -5.21
H -1.19 -2.12 6.50
H -0.92 1.25 -3.73
C -0.47 1.30 -4.74
H 0.03 3.56 -5.01
C -0.05 2.48 -5.31
H 1.55 -1.68 5.73

***

[13]
11
Properties=species:S:1:pos:R:3 method="wB97M-V/def2-TZVPD" orbital_gap_ev=8.8358 lumo_ev=0.9
C -0.18 -0.03 0.34
N -0.50 -0.08 1.64
H 0.74 -1.97 0.19
H 0.36 -1.28 -1.37
H 0.57 0.21 1.45
C -0.02 -1.38 -0.34
H -0.96 1.66 -0.79
C -0.04 1.33 -0.31
H -0.97 -1.88 -0.32
H 0.11 2.04 0.56
H 0.87 1.38 -1.05

***

[14]
11
Properties=species:S:1:pos:R:3 method="wB97M-V/def2-TZVPD" orbital_gap_ev=10.7021 lumo_ev=1.2 smiles=NC1CC1
H 1.74 -1.15 0.50
C -0.19 -0.45 0.27
H -1.89 1.08 0.02
H 0.65 0.44 -1.59
H -0.28 1.79 0.11
C -0.79 0.90 -0.06
H 0.98 -0.55 1.88
C -0.26 -0.04 -1.14
N 1.13 -0.32 0.85
H -0.77 -1.30 0.54
H -0.95 -0.54 -1.86

***

[15]
11
Properties=species:S:1:pos:R:3 method="wB97M-V/def2-TZVPD" orbital_gap_ev=9.8639 lumo_ev=1.3 smiles=CN1CC1
H -1.30 0.67 -1.56
H -1.06 -1.37 0.83
H -1.89 0.26 1.00
N -0.01 0.44 0.09
C -0.80 -0.09 -0.97
C -1.14 -0.34 0.48
H 1.83 1.25 -0.03
H -0.48 -0.96 -1.54
C 1.39 0.33 0.36
H 1.54 0.32 1.43
H 1.92 -0.51 -0.09

***

[16]
11
Properties=species:S:1:pos:R:3 method="wB97M-V/def2-TZVPD" orbital_gap_ev=8.6412 lumo_ev=1.2
H -0.15 1.20 1.89
H -0.68 0.68 1.81
N 0.27 -0.26 -0.19
H -1.44 0.81 -0.99
H 1.74 1.09 -0.66
H -0.85 -2.03 0.40
H -0.74 -0.50 -2.08
C -0.78 -0.98 0.15
C -0.90 -0.14 -1.06
H 2.09 -0.13 0.75
C 1.44 0.27 -0.02

***

[17]
12
Properties=species:S:1:pos:R:3 method="wB97M-V/def2-TZVPD" spin_multiplicity=2 s_squared=0.754 orbital_gap_ev="8.5615 / 13.0468" lumo_ev="1.4 / 1.1"
H 0.10 0.57 1.61
N -1.65 0.07 -0.51
C 0.83 0.12 0.96
N -2.28 0.15 -1.43
H 1.16 -1.69 -0.14
H 1.71 0.39 -0.98
H 1.76 -1.66 1.54
C 0.93 -1.35 0.88
H 0.98 1.86 -0.30
H 0.02 -1.86 1.22
C 1.53 0.95 -0.05
H 2.51 1.23 0.38

***

[18]
12
Properties=species:S:1:pos:R:3 method="wB97M-V/def2-TZVPD" total_charge=+1 orbital_gap_ev=10.3078 lumo_ev=-4.6
H 0.40 0.29 -1.63
H 2.05 0.96 -0.01
H -0.73 -1.44 1.03
C -0.88 -0.96 0.04
N 1.39 0.19 0.29
H 1.09 0.00 1.35
H -1.27 2.12 -0.18
C 0.11 0.24 -0.44
C -1.16 0.99 -0.13
H 2.03 -0.75 0.19
H -1.14 -1.69 -0.73
N -1.89 0.04 0.22

***

[19]
12
Properties=species:S:1:pos:R:3 method="wB97M-V/def2-TZVPD" total_charge=+1 orbital_gap_ev=10.8860 lumo_ev=-5.6 smiles="[H]/N=C/[N+](=C)C"
H 2.24 0.23 -1.75
H -1.39 -0.45 1.78
N 1.49 0.63 -1.15
C -0.93 -0.88 0.89
N -0.21 0.04 0.21
H 0.30 1.82 -0.65
H -0.29 -1.76 0.93
C -0.44 1.25 -0.02
C 1.00 -0.33 -0.58
H -1.81 -1.08 0.16
H -1.13 1.94 0.70
H 1.17 -1.41 -0.52

***

[20]
13
Properties=species:S:1:pos:R:3 method="wB97M-V/def2-TZVPD" total_charge=+1 orbital_gap_ev=11.1364 lumo_ev=-3.6
H -2.53 0.65 0.38
N -0.54 1.24 0.99
H 1.13 -1.12 0.07
H -0.72 2.06 1.56
N 0.42 -0.64 0.61
C -0.94 -0.87 0.51
H 1.66 0.91 1.14
C 0.64 0.60 1.04
C -1.54 0.34 0.66
H -1.32 -1.85 0.30
H 1.21 -0.98 -2.99
H 1.38 0.30 -2.18
O 1.14 -0.63 -2.08

***

[21]
13
Properties=species:S:1:pos:R:3 method="wB97M-V/def2-TZVPD" total_charge=+1 orbital_gap_ev=11.3658 lumo_ev=-3.6 smiles="O[C@@H]1N=CC[NH2+]1"
H 1.39 -1.57 0.17
C 0.46 -1.14 -0.16
H -0.68 -2.65 -0.95
N -0.38 -1.10 1.32
N 0.50 0.21 -0.59
C -0.40 0.99 0.41
H -1.33 1.05 -0.09
H 1.33 0.65 -0.52
H 0.28 0.15 -1.60
O -0.27 -1.83 -1.21
C -0.73 0.06 1.44
H 0.00 2.00 0.76
H -1.11 0.33 2.42

***

[22]
14
Properties=species:S:1:pos:R:3 method="wB97M-V/def2-TZVPD" total_charge=-1 orbital_gap_ev=8.0486 lumo_ev=4.0
C -1.78 -1.18 -0.32
O 1.17 1.80 -0.42
H 3.54 1.57 0.15
H -2.91 -2.71 0.38
O 1.00 -0.16 0.69
N -2.83 -2.14 -0.45
H 3.37 0.09 0.98
H -0.86 -1.61 0.07
H -0.99 0.74 -0.39
H -3.74 -1.71 -0.61
C 1.61 0.86 0.29
H -2.83 0.59 -0.75
C -1.88 0.13 -0.49
N 2.96 0.97 0.72

***

[23]
15
Properties=species:S:1:pos:R:3 method="wB97M-V/def2-TZVPD" total_charge=-1 orbital_gap_ev="8.4007 / 5.1890" lumo_ev="3.7 / 3.5"
O 3.97 -0.21 0.16
H -2.47 1.38 -0.43
C -0.77 0.06 -0.91
O 2.67 0.86 -1.56
C -1.56 0.96 0.05
H 0.54 0.22 1.10
H 1.12 -1.26 1.50
N 0.37 -0.62 1.63
H -2.38 -1.08 -0.21
C -1.48 -0.59 0.17
S 2.76 -0.30 -0.71
N -0.86 -1.21 1.23
H -1.05 -0.02 -1.97
H 0.23 0.30 -0.83
H -1.08 1.52 0.77

***

[24]
16
Properties=species:S:1:pos:R:3 method="wB97M-V/def2-TZVPD" total_charge=-1 orbital_gap_ev="7.1551 / 7.1078" lumo_ev="2.6 / 2.6"
N 0.68 -0.35 -2.21
H -0.16 2.81 -2.49
H -0.78 -1.97 3.34
O 2.14 2.59 -0.82
H 2.87 2.28 -1.17
S 0.25 0.92 -1.33
O -1.03 -0.84 1.67
N -0.57 0.42 0.01
O 0.92 -1.24 0.48
H -0.46 -2.88 1.75
C -0.76 2.08 -1.93
H -2.04 -2.55 2.05
C -0.13 -0.62 0.69
H 1.01 -0.99 -1.49
H -0.93 2.48 -0.84
C -1.02 -2.15 2.26

***

[25]
14
Properties=species:S:1:pos:R:3 method="wB97M-V/def2-TZVPD" orbital_gap_ev="7.7024 / 8.3220" lumo_ev="-1.4 / 0.0"
H -1.02 -0.78 3.44
P 0.61 1.17 -0.40
N -0.32 1.63 -1.76
H -1.17 -0.57 1.55
H -0.95 0.92 -2.12
H 1.62 -2.39 0.29
C -1.67 -0.50 2.53
C 1.23 -1.74 -0.37
O 1.65 2.19 -0.37
H -2.75 -0.31 2.76
H -0.89 2.42 -1.55
H 2.06 -0.04 -1.78
N 0.28 -1.54 -1.19
C 1.32 -0.47 -1.04

***

[26]
14
Properties=species:S:1:pos:R:3 method="wB97M-V/def2-TZVPD" total_charge=+1 orbital_gap_ev=10.7204 lumo_ev=-3.9
H 0.20 1.19 2.86
C 0.97 0.49 -0.62
H 0.14 -1.11 -1.56
O -0.37 0.48 2.43
N 0.21 -0.59 -0.69
N 2.02 0.58 -1.44
H -0.67 -1.53 0.82
H 2.83 1.27 -1.44
S 0.49 1.83 0.33
H -1.83 -0.82 -0.53
H -1.61 1.49 1.19
H 2.58 -0.15 -1.86
C -0.94 -0.73 0.09
C -0.79 0.89 1.21

***

[27]
13
Properties=species:S:1:pos:R:3 method="wB97M-V/def2-TZVPD" orbital_gap_ev="7.5886 / 7.5929" lumo_ev="-2.1 / -2.1"
H 0.45 -1.26 -1.85
H -0.29 -1.58 0.40
H 1.01 2.37 0.11
H 1.28 -1.25 1.51
C 0.05 1.83 0.28
H 1.10 -2.49 -0.07
N -0.03 0.92 -0.74
N -2.93 -0.75 -0.24
H -0.01 1.60 1.28
H -0.65 2.66 0.07
P 1.04 -0.27 -0.93
C 0.83 -1.43 0.44
C -1.86 -0.34 -0.28

***

[28]
13
Properties=species:S:1:pos:R:3 method="wB97M-V/def2-TZVPD" total_charge=+1 orbital_gap_ev="7.8728 / 7.8755" lumo_ev="-6.1 / -6.1"
H -2.66 -2.02 0.45
H 0.13 0.78 1.05
H 2.30 0.41 1.18
N 0.02 1.01 0.11
C -1.33 1.37 -0.07
S -2.57 0.38 0.05
C -2.06 -1.40 -0.25
N 1.15 1.04 -0.55
H 3.19 1.26 -0.22
H 2.65 -0.50 -0.40
H -2.13 -1.57 -1.41
H -0.99 -1.33 0.02
C 2.30 0.57 0.03

***

[29]
13
Properties=species:S:1:pos:R:3 method="wB97M-V/def2-TZVPD" total_charge=+1 orbital_gap_ev="5.8241 / 5.8209" lumo_ev="-6.2 / -6.2"
H 2.00 0.75 0.08
N -0.69 0.07 0.04
C 0.16 0.62 0.91
C -0.42 -0.47 -1.14
H -2.15 -1.17 -1.55
C 1.56 0.79 1.07
H 1.97 1.61 1.76
N -1.24 -1.18 -1.85
S -1.19 1.46 2.61
H 1.92 -0.15 1.58
H -1.73 0.03 0.39
H 0.74 -0.45 -1.34
H -0.93 -1.92 -2.55

***

[30]
13
Properties=species:S:1:pos:R:3 method="wB97M-V/def2-TZVPD" total_charge=+1 orbital_gap_ev="7.0264 / 7.0261" lumo_ev="-5.8 / -5.8"
C -2.68 -0.17 -0.64
H -3.03 1.02 0.91
H 1.89 1.05 0.19
H -0.12 -2.62 -0.88
H 2.77 -0.36 0.54
H 1.88 -0.18 -1.03
N -0.45 -1.84 -0.34
H -3.30 -0.79 -1.27
N 2.14 0.12 -0.11
S 0.24 -0.92 0.70
H -0.65 1.06 1.75
C -0.96 0.26 1.10
C -2.22 0.35 0.48

***

[31]
13
Properties=species:S:1:pos:R:3 method="wB97M-V/def2-TZVPD" total_charge=+1 orbital_gap_ev=9.2901 lumo_ev=-4.7 smiles="S[C@@H]1N=CC[NH2+]1"
C 1.15 -0.28 -0.72
H 0.87 -1.05 1.15
H -1.07 0.28 1.75
H 2.19 -0.67 -0.87
C -0.68 0.24 0.73
S -2.36 -0.10 -0.51
H 0.50 -0.63 -1.59
N 0.03 1.36 0.43
H -3.26 0.51 0.31
N 0.29 -0.84 0.41
C 0.97 1.17 -0.41
H 1.50 1.86 -0.93
H -0.11 -1.85 0.25

***

[32]
13
Properties=species:S:1:pos:R:3 method="wB97M-V/def2-TZVPD" total_charge=+1 orbital_gap_ev=9.7655 lumo_ev=-4.4
H -0.33 -0.42 0.04
H -2.76 -0.96 0.00
H 3.54 0.14 0.86
C 2.87 0.11 -0.09
H -1.99 1.85 -0.23
C 1.74 -0.87 0.00
S 1.42 1.33 -0.01
H -3.70 1.02 -0.08
N 0.70 -0.19 0.11
H 3.57 0.20 -0.96
H 1.85 -1.94 0.25
N -2.00 -0.19 0.11
C -2.52 0.95 -0.12

***

[33]
13
Properties=species:S:1:pos:R:3 method="wB97M-V/def2-TZVPD" total_charge=+1 orbital_gap_ev="6.6256 / 6.6295" lumo_ev="-6.8 / -6.8"
N -0.79 -0.90 0.16
H -1.16 -2.74 0.26
H 0.73 -2.02 0.83
C 0.62 -1.02 0.41
H -1.29 2.30 -0.46
H 0.34 1.66 0.01
H 1.12 -0.99 -0.59
N -1.58 -1.78 0.18
H -1.06 2.06 1.15
C -0.72 1.66 0.19
H 1.04 -0.05 0.88
S -3.01 0.25 -0.18
C -1.40 0.40 0.13

***

[34]
14
Properties=species:S:1:pos:R:3 method="wB97M-V/def2-TZVPD" total_charge=+1 orbital_gap_ev=9.2630 lumo_ev=-3.9 smiles="C[C@H]1[NH+]=CN(S)S1"
H -2.96 -0.43 0.38
N 1.64 0.07 -0.03
H -1.04 -0.72 -1.40
H -1.97 -1.82 0.63
S 3.35 0.06 0.34
H -1.14 1.60 -0.06
H 3.86 0.13 -0.94
C 0.87 1.13 -0.13
C -0.81 -0.49 -0.35
S 0.78 -1.34 0.00
C -1.93 -0.80 0.56
N -0.37 0.94 -0.34
H 1.36 2.16 -0.22
H -1.66 -0.48 1.57

***

[35]
15
Properties=species:S:1:pos:R:3 method="wB97M-V/def2-TZVPD" total_charge=+1 orbital_gap_ev=8.2655 lumo_ev=-5.1
C 1.32 -1.04 1.39
H -1.91 2.49 -1.30
N 0.66 -0.02 1.67
H -2.23 0.18 -0.57
H -0.61 2.56 -2.48
C -1.20 0.02 -0.37
H 1.26 0.72 2.16
C -0.88 2.59 -1.46
H 1.66 -3.75 -0.48
H 2.29 -1.34 1.84
H -0.48 3.47 -1.14
S -1.11 -1.52 0.33
N 0.55 -1.91 0.57
S 0.73 -3.60 0.45
S -0.04 1.16 -0.62

***

[36]
13
Properties=species:S:1:pos:R:3 method="wB97M-V/def2-TZVPD" orbital_gap_ev="6.6903 / 7.3353" lumo_ev="-0.3 / 0.3" smiles="C=C=NN(C)N"
N -0.92 0.16 0.43
N -2.19 0.29 -0.10
H 0.19 1.42 -1.17
H 2.83 -0.87 0.11
C 1.99 -1.54 -0.01
H 2.17 -2.56 -0.34
H 1.17 1.37 0.34
N -0.45 -1.07 0.18
C 0.77 -1.11 0.17
H -0.32 2.28 0.31
C 0.17 1.39 -0.08
H -2.61 -0.61 -0.33
H -2.80 0.84 0.49

***

[37]
13
Properties=species:S:1:pos:R:3 method="wB97M-V/def2-TZVPD" orbital_gap_ev=9.5033 lumo_ev=0.9 smiles="C1=NCCNN1"
H 1.83 1.05 -0.69
H -1.89 -0.86 -0.99
N 1.23 0.66 -0.07
H -0.11 -1.01 1.56
N -1.07 0.87 0.08
H 1.82 -1.31 0.12
H -0.40 -2.32 0.13
H -1.95 -0.78 1.04
C -1.36 -0.58 0.00
C 0.11 1.38 -0.07
C -0.07 -1.22 0.41
N 1.03 -0.76 -0.40
H 0.28 2.37 -0.49

***

[38]
13
Properties=species:S:1:pos:R:3 method="wB97M-V/def2-TZVPD" orbital_gap_ev=10.6591 lumo_ev=0.8 smiles=N#C[C@H](N)CN
H 0.73 -1.44 0.25
H 2.44 0.36 -0.83
C 0.84 -0.35 0.26
N -1.93 -0.89 2.34
C -1.33 -0.40 1.49
N -1.27 0.20 -0.84
H -2.13 0.74 -0.80
H -0.67 0.64 -1.53
N 1.45 0.15 -0.97
C -0.56 0.29 0.43
H -0.42 1.32 0.78
H 1.45 -0.08 1.12
H 1.40 -0.54 -1.71

***

[39]
13
Properties=species:S:1:pos:R:3 method="wB97M-V/def2-TZVPD" orbital_gap_ev=10.8285 lumo_ev=0.8 smiles=N#C[C@H](N)CN
H 1.37 0.77 1.35
C -0.38 0.10 0.57
H -0.35 -0.90 1.03
H 0.61 0.84 -1.19
N -2.92 0.78 0.53
N 0.42 1.11 1.26
H -0.77 -0.20 -1.54
H 1.92 -1.08 -1.00
N 0.93 -1.29 -1.04
C 0.11 -0.09 -0.89
H 0.07 1.24 2.21
C -1.79 0.51 0.57
H 0.75 -1.73 -1.93